Entry 1:
75
Properties=species:S:1:pos:R:3:lowdin_spin:R:1 method="wB97M-V/def2-TZVPD" homo_lumo_gap_ev="8.4 / 8.9" spin_multiplicity=2
C -13.173 -17.271 15.193 0.00
Cl -13.211 -16.077 19.020 0.00
C -18.101 -18.808 16.952 0.00
Cl -9.721 -22.552 13.282 0.00
H -18.196 -17.483 18.604 0.00
C -11.904 -19.911 18.789 0.00
H -17.691 -19.988 15.220 0.00
O -15.110 -20.072 13.402 0.00
Cl -16.442 -15.827 10.969 0.00
C -12.466 -20.712 21.336 0.00
O -15.649 -19.622 11.361 0.00
C -12.093 -18.566 9.327 0.00
C -15.095 -15.817 12.130 0.00
H -10.990 -24.580 11.828 0.00
H -11.266 -22.151 11.313 0.00
H -15.161 -16.655 12.809 0.00
H -12.953 -20.870 12.553 0.00
H -11.272 -18.298 15.269 0.00
H -14.338 -18.775 17.362 0.00
C -13.409 -20.149 20.487 0.00
C -17.530 -18.026 17.942 0.00
H -11.990 -18.011 10.251 0.00
H -12.479 -25.569 13.598 0.00
H -9.883 -20.519 19.191 0.00
C -9.903 -21.197 14.369 0.00
Cl -9.386 -16.449 12.225 0.00
Cl -15.147 -14.319 13.044 0.00
Cl -13.539 -15.973 11.287 0.00
Cl -13.224 -17.646 8.359 0.00
H -13.117 -18.711 12.890 0.00
N -13.447 -22.364 13.887 0.00
H -19.169 -18.925 16.841 0.00
H -10.404 -21.315 21.466 0.00
C -13.335 -23.680 14.070 0.00
Cl -10.432 -14.255 13.741 0.00
C -12.502 -24.520 13.343 0.00
C -10.877 -20.389 19.596 0.00
H -11.688 -17.643 12.833 0.00
C -17.267 -19.450 16.058 0.00
Cl -9.614 -21.721 16.037 0.00
H -13.911 -24.153 14.859 0.00
V -14.411 -20.868 15.286 1.10
H -15.764 -17.458 18.933 0.00
N -13.140 -19.743 19.249 0.00
H -12.794 -16.396 14.658 0.00
O -14.087 -21.830 16.517 -0.18
O -17.178 -19.593 12.906 0.00
C -11.804 -22.599 12.136 0.00
C -16.152 -18.045 18.115 0.00
Cl -10.524 -18.674 8.523 0.00
H -11.620 -19.553 17.804 0.00
H -11.443 -19.354 13.047 0.00
C -11.187 -20.894 20.847 0.00
Cl -12.788 -20.145 9.732 0.00
Cl -7.915 -15.520 14.563 0.00
C -12.268 -18.447 14.820 0.00
C -9.520 -15.747 13.878 0.00
C -12.120 -18.531 13.295 0.00
H -13.062 -17.081 16.259 0.00
C -11.693 -23.959 12.372 0.00
H -10.116 -16.459 14.434 0.00
H -10.906 -20.796 14.262 0.00
Cl -8.742 -19.889 13.993 0.00
Cl -12.308 -14.436 16.804 0.00
H -12.726 -20.975 22.352 0.00
N -16.007 -19.753 12.536 0.00
H -14.211 -17.524 14.974 0.00
C -12.698 -21.867 12.884 0.00
N -15.938 -19.487 16.207 0.00
C -12.123 -14.752 18.542 0.00
C -15.409 -18.766 17.199 0.00
H -11.107 -15.085 18.695 0.00
Cl -12.413 -13.321 19.500 0.00
H -14.462 -20.142 20.741 0.00
O -12.762 -19.637 15.353 0.05

Entry 2:
67
Properties=species:S:1:pos:R:3:nbo_charge:R:1 method="wB97M-V/def2-TZVPD" homo_lumo_gap_ev=8.3 spin_multiplicity=1 smiles="C[N+](=O)[O-].C[N+](=O)[O-].C[N+](=O)[O-].ClC(Cl)(Cl)Cl.ClC(Cl)(Cl)Cl.c1ccccc1.c1ccccc1.c1ccccc1"
H -3.269 5.711 3.131 0.21
Cl -0.543 -3.728 5.350 0.04
N -4.079 -0.358 -1.287 0.54
C 5.298 -0.284 0.104 -0.23
C -0.059 2.985 -4.203 -0.19
C 1.050 -1.532 -2.640 -0.25
C 2.401 -1.216 -2.473 -0.18
O 0.017 1.755 1.549 -0.37
H 0.050 5.201 5.875 0.21
N -2.329 -3.678 -0.588 0.52
H -0.072 2.839 5.656 0.21
N -0.644 0.883 1.065 0.55
Cl -0.975 4.483 -3.723 0.04
Cl 0.435 -3.948 2.687 0.08
H 0.098 1.352 -0.850 0.23
Cl 1.514 2.886 -3.483 0.08
C -0.476 0.560 -0.369 -0.51
H 6.201 -2.163 0.560 0.21
C -2.554 5.072 3.629 -0.21
C 0.496 -1.479 -3.900 -0.20
O -4.366 0.585 -0.590 -0.35
H 2.343 -1.651 2.137 0.22
C -1.630 2.858 4.204 -0.20
C -1.576 5.631 4.453 -0.22
C 3.130 -1.206 1.546 -0.22
H -1.664 6.686 4.670 0.20
H -5.350 -1.834 -0.314 0.25
H 6.178 0.190 -0.303 0.21
C 3.143 0.074 1.072 -0.23
H 2.817 -1.374 -1.489 0.22
H -1.679 -3.415 -2.661 0.24
C 4.236 -2.020 1.433 -0.21
H -1.488 0.641 -0.764 0.25
H -1.075 -4.906 -1.755 0.24
C 4.240 0.545 0.322 -0.20
H 3.106 -0.219 -5.595 0.21
C -0.281 -2.880 3.825 -0.22
C -2.534 3.724 3.469 -0.21
Cl -1.017 1.669 -3.423 0.04
H 2.305 0.697 1.346 0.23
H -0.538 -1.780 -3.985 0.20
Cl 0.828 -1.484 4.339 0.00
C 1.171 -0.902 -5.014 -0.22
H 4.385 1.564 -0.004 0.21
H -6.062 -1.170 -1.795 0.24
H -3.319 3.319 2.847 0.21
C 5.310 -1.559 0.652 -0.21
O -3.102 -0.385 -2.020 -0.40
Cl 0.120 2.837 -6.014 0.04
O -1.517 -2.873 -0.136 -0.36
H -4.583 -2.279 -1.765 0.22
C 2.509 -0.604 -4.781 -0.20
O -1.359 0.128 1.658 -0.40
H 4.359 -2.969 1.934 0.21
H 4.221 -0.658 -3.330 0.22
Cl -1.771 -2.268 3.201 0.11
C 3.161 -0.711 -3.527 -0.23
C -1.905 -4.235 -1.979 -0.49
C -0.757 4.849 5.249 -0.22
H -0.091 -0.440 -0.572 0.24
H 0.526 -1.953 -1.795 0.22
C -5.127 -1.451 -1.310 -0.49
H 0.833 -0.782 -6.033 0.22
C -0.782 3.458 5.127 -0.22
H -1.684 1.797 4.012 0.23
O -3.446 -3.972 -0.120 -0.38
H -2.781 -4.611 -2.509 0.23

Entry 3:
56
Properties=species:S:1:pos:R:3:nbo_charge:R:1 method="wB97M-V/def2-TZVPD" homo_lumo_gap_ev=8.9 e_above_lowest_kcal_mol=11.69 spin_multiplicity=1 smiles="C=C(C)CNC(=O)[C@@H](c1cccn2ccnc12)N(CC(C)C)c1ccc(Cl)cc1"
H -2.820 1.666 -1.588 0.19
H 2.221 2.771 1.492 0.20
N -2.269 0.191 -0.220 -0.64
H -1.360 -3.504 -2.881 0.21
H 0.573 -2.261 3.251 0.22
H -6.231 -0.705 -1.663 0.19
C -5.518 -0.070 -1.150 -0.39
C -4.287 0.100 -1.617 0.02
N -1.370 -2.528 -0.985 -0.52
H 0.208 0.929 -1.096 0.22
H 1.549 -1.828 -0.872 0.23
N -2.297 -4.227 0.124 -0.31
H -1.154 -0.704 2.740 0.21
C -3.788 -0.555 -2.870 -0.65
H -2.318 -2.483 3.505 0.23
H -4.545 -1.201 -3.313 0.22
H 2.088 -4.218 3.419 0.23
C 0.659 1.790 -0.604 -0.61
C -2.221 0.097 1.121 0.69
C 1.139 2.891 1.602 -0.60
C -1.790 -2.939 0.203 0.30
H -3.502 0.203 -3.604 0.21
H -3.277 -4.776 3.251 0.23
C -1.770 -2.296 1.477 0.06
H 3.115 -3.773 -0.704 0.23
H -1.718 -0.484 -0.743 0.44
Cl 3.741 -5.469 1.483 -0.01
H 1.898 0.296 1.245 0.21
C 0.976 -1.921 1.172 0.14
C -2.177 -4.626 -1.189 -0.13
H 0.908 2.917 2.669 0.21
H -3.202 -5.883 1.017 0.22
N 0.131 -0.770 1.038 -0.47
C 0.395 1.760 0.897 -0.24
C 0.844 0.432 1.502 -0.20
C -2.826 -4.888 1.200 0.02
H -3.797 1.559 -0.119 0.24
C 1.126 -2.593 2.381 -0.23
C -1.186 -0.911 1.661 -0.17
H 0.794 0.494 2.603 0.17
H -5.845 0.417 -0.240 0.20
H -0.671 1.910 1.076 0.21
H -2.903 -1.162 -2.664 0.22
C -3.296 0.974 -0.886 -0.26
O -2.935 0.710 1.896 -0.64
C -2.855 -4.266 2.398 -0.25
C -2.314 -2.960 2.533 -0.21
H -2.502 -5.595 -1.523 0.22
C 2.679 -4.095 1.366 -0.04
H 0.256 2.698 -1.055 0.21
C 1.971 -3.687 2.484 -0.22
H 1.736 1.771 -0.799 0.20
C -1.609 -3.567 -1.834 -0.03
H 0.866 3.858 1.177 0.21
C 1.697 -2.348 0.065 -0.15
C 2.555 -3.432 0.156 -0.25